# 1
{"formula": "C8H15P", "method": "ωB97M-V/def2-TZVPD", "symbols": ["C", "H", "H", "C", "H", "H", "H", "H", "H", "H", "H", "H", "H", "C", "H", "C", "C", "C", "H", "H", "C", "P", "H", "C"], "positions_angstrom": [[2.0445, -0.5219, -1.2252], [0.5013, -0.1625, 1.7586], [-1.5776, -1.1854, -1.9673], [1.1052, -0.7008, 1.1712], [1.9380, -0.9858, 1.6936], [-1.1225, -1.9505, -0.5101], [0.5829, -1.6422, 0.8311], [1.5195, -1.3884, -1.4260], [2.1371, 2.0917, -0.7564], [1.7791, -0.0713, -2.1060], [-3.1980, 0.8153, 1.5430], [-3.5444, -0.3788, -1.0100], [-1.0694, 2.2219, 1.1855], [1.2510, 0.1285, -0.1177], [3.0439, -0.7111, -1.0653], [-2.7848, -0.5849, -0.2309], [-1.5715, -0.9396, -0.9610], [-2.5217, 0.6406, 0.7663], [-3.3865, -1.3769, 0.4649], [1.5129, 1.9843, 1.1948], [2.0520, 1.4873, 0.2633], [-0.3386, 0.7474, -0.8177], [2.9831, 1.2974, 0.6420], [-1.3356, 1.1856, 0.6793]], "lowdin_charge": [-0.11, 0.01, 0.02, -0.08, 0.05, 0.11, 0.09, 0.05, 0.11, 0.03, 0.07, 0.10, 0.11, -0.75, 0.07, -0.29, -0.30, -0.17, 0.14, 0.10, -0.11, 1.06, 0.02, -0.33], "total_charge": 0, "smiles": "CC(C)(C)P1C=CCC1", "largest_force_ev_per_a": 5.32, "lumo_ev": 0.9, "multiplicity": 1, "total_energy_ev": -17824.8002, "molar_mass_g_mol": 142.18}

***

# 2
{"formula": "C8H16", "method": "ωB97M-V/def2-TZVPD", "symbols": ["H", "H", "H", "H", "C", "H", "C", "H", "H", "C", "H", "H", "H", "C", "H", "H", "H", "C", "C", "H", "C", "C", "H", "H"], "positions_angstrom": [[0.4861, 0.4145, 1.3670], [0.5573, -1.2796, 1.6016], [-1.6276, -0.7900, 1.1090], [2.8820, -2.0610, 0.5617], [3.3839, -1.6707, -1.5107], [-1.8217, 0.1928, -1.4569], [2.5496, -1.4673, -0.2894], [1.4275, -0.0675, -1.1582], [-2.3304, 2.5159, -0.6634], [-2.4373, 1.6484, -0.0269], [2.8992, -2.2910, -2.2693], [-3.0663, 2.4064, 1.8656], [-1.2049, -1.5414, -0.3518], [0.4685, -0.5251, 0.8194], [-3.4498, 1.2400, -0.0252], [3.9057, -0.7984, -1.9083], [-1.4478, 2.8540, 1.5102], [-2.1331, 2.0157, 1.4519], [1.5003, -0.6412, -0.2288], [4.2519, -2.3088, -1.2865], [-0.9443, -0.6647, 0.2468], [-1.4167, 0.6005, -0.5227], [-1.9287, 1.0729, 1.9535], [-0.5034, 1.1458, -0.7885]], "lowdin_charge": [0.11, 0.11, 0.10, 0.10, -0.13, 0.10, -0.17, 0.11, 0.10, -0.24, 0.07, 0.06, 0.11, -0.22, 0.10, 0.07, 0.07, -0.11, -0.13, 0.06, -0.21, -0.23, 0.06, 0.10], "total_charge": 0, "smiles": "C/C=C/CCCCC", "largest_force_ev_per_a": 2.49, "lumo_ev": 1.2, "multiplicity": 1, "total_energy_ev": -8554.1844, "molar_mass_g_mol": 112.22}

***

# 3
{"formula": "C8H16AsCsF6O4S2", "method": "ωB97M-V/def2-TZVPD", "symbols": ["C", "C", "F", "H", "F", "S", "H", "H", "H", "C", "H", "C", "H", "C", "H", "O", "F", "O", "S", "C", "H", "H", "F", "H", "O", "F", "O", "H", "As", "H", "C", "H", "F", "H", "H", "H", "C", "Cs"], "positions_angstrom": [[-1.7548, -2.5604, -2.8496], [-0.5328, 3.4309, 0.8649], [2.1317, 1.1010, 4.9126], [2.3041, 3.8689, -0.8398], [0.3863, 2.6107, 5.7474], [1.0302, 1.8002, -0.5503], [-2.8376, -4.4282, -2.5476], [-1.4182, 4.0426, 1.0310], [-2.5199, -2.1151, -3.4789], [-0.3185, -2.2650, -3.1864], [-0.0625, -1.2157, -3.0458], [0.7650, 4.2469, 0.6458], [0.5754, 5.1917, 0.1385], [-1.8536, -4.1135, -2.8897], [-0.9943, -4.5715, -0.9399], [1.7306, -4.0870, -3.0050], [-1.3855, 1.0029, 5.0192], [0.9682, -2.9429, -0.8550], [0.6777, -3.4741, -2.1830], [-0.6538, 2.4348, -0.2782], [-1.9187, -2.2685, -1.8078], [-1.7034, -4.4685, -3.9097], [0.3868, 1.7129, 3.3920], [2.6948, 3.2541, 0.7455], [1.2460, 1.5477, -1.9522], [0.5250, 0.1969, 6.5615], [1.3676, 0.7967, 0.4716], [-1.2674, 1.5398, -0.1920], [0.3572, 1.0260, 5.0152], [-0.4199, 2.9109, 1.8177], [-0.7323, -4.6649, -1.9945], [-0.2668, -5.6401, -2.1138], [0.2570, -0.5533, 4.1490], [1.0020, 4.5227, 1.6740], [-0.9803, 3.0463, -1.1208], [-0.1432, -2.5302, -4.2304], [1.8881, 3.3550, 0.0257], [1.4695, -1.7407, 1.7587]], "lowdin_charge": [-0.22, -0.22, -0.29, 0.09, -0.26, 0.71, 0.11, 0.12, 0.12, -0.21, 0.10, -0.19, 0.11, -0.20, 0.10, -0.33, -0.26, -0.52, 0.74, -0.21, 0.12, 0.12, -0.29, 0.10, -0.33, -0.26, -0.53, 0.10, 0.80, 0.09, -0.20, 0.10, -0.43, 0.11, 0.11, 0.11, -0.17, 1.16], "total_charge": 0, "largest_force_ev_per_a": 2.44, "lumo_ev": -0.4, "multiplicity": 1, "total_energy_ev": -116111.1089, "molar_mass_g_mol": 562.16}

***

# 4
{"formula": "C8H16BLiO5", "method": "ωB97M-V/def2-TZVPD", "symbols": ["H", "C", "H", "H", "O", "C", "H", "H", "Li", "C", "C", "C", "O", "H", "H", "H", "O", "C", "H", "H", "B", "H", "H", "H", "H", "H", "C", "O", "O", "C", "H"], "positions_angstrom": [[0.8546, -2.3047, 0.3265], [1.6432, -1.5742, 0.2161], [3.7091, -1.7952, -0.2073], [0.3210, 1.2814, 1.7089], [0.3415, -0.7962, -1.6551], [1.6091, -1.0843, -1.2326], [0.7728, 1.1741, -1.1054], [2.2941, -0.2311, -1.3426], [5.5209, -2.2054, 0.0382], [2.9963, -2.2138, 0.5112], [-3.4908, -0.3395, 0.3501], [-0.6079, 1.5967, 1.2362], [-3.5558, -0.5215, 1.5612], [-0.6381, 0.9358, -2.1277], [2.0072, -1.8869, -1.8676], [3.3170, -1.9772, 1.5249], [-4.1616, -1.1864, -0.4915], [-2.6979, 0.7180, -0.2918], [1.4575, -0.7654, 0.9088], [-1.3505, 1.5676, 2.0289], [-1.0636, 0.5269, 0.0740], [-4.3078, -1.9695, 0.0434], [-0.9401, -0.5910, 0.5643], [-3.0144, 1.6717, 0.1226], [0.4098, 3.5980, -0.7386], [2.9771, -3.2953, 0.4255], [-0.4979, 3.0468, 0.8663], [-0.4815, 3.3593, -0.4889], [-0.4584, 3.9570, 1.6793], [-0.0992, 0.5367, -1.2742], [-2.8657, 0.7674, -1.3630]], "lowdin_charge": [0.12, -0.20, 0.00, 0.09, -0.15, -0.31, 0.08, 0.12, 0.90, -0.15, -0.55, -0.08, 0.04, 0.10, 0.12, 0.08, 0.07, -0.06, 0.10, 0.11, -0.49, 0.10, 0.10, 0.11, 0.10, 0.08, -0.49, 0.05, 0.07, -0.14, 0.09], "total_charge": 0, "largest_force_ev_per_a": 1.88, "lumo_ev": -3.4, "multiplicity": 1, "total_energy_ev": -19671.3866, "molar_mass_g_mol": 209.96}

***

# 5
{"formula": "C8H16BNO5", "method": "ωB97M-V/def2-TZVPD", "symbols": ["H", "O", "C", "H", "H", "H", "H", "H", "H", "H", "C", "H", "C", "O", "O", "H", "B", "C", "C", "H", "N", "H", "C", "H", "H", "H", "H", "O", "O", "C", "C"], "positions_angstrom": [[0.6740, -2.6353, -1.2210], [-0.5281, 3.9906, -2.7023], [-0.8319, 1.8560, -0.6221], [-0.1376, 2.5473, -0.1386], [-1.5442, 0.9185, 1.2042], [-0.0339, 4.7059, -3.1760], [2.3029, -2.1938, -0.6687], [-1.7840, -0.0198, -0.2511], [0.4037, -3.4929, 0.9667], [0.9635, 0.4175, 0.9737], [-1.0592, 0.6298, 0.2386], [-1.0076, 0.8976, -2.5257], [-0.1231, -1.4339, 1.3900], [0.8420, -0.7445, -0.7250], [1.3708, 2.7025, -3.4560], [-1.7624, 2.4195, -0.7337], [0.1553, 2.7791, -2.8007], [1.2422, -2.0943, -0.4926], [0.8812, -2.4972, 0.9297], [1.8931, 1.8590, -3.4895], [-1.4791, -1.9619, 1.2510], [1.7626, -2.5600, 1.6183], [0.1963, -0.2134, 0.4688], [0.6720, 0.9505, -1.9253], [-1.6457, -2.5854, 2.0235], [0.1564, -1.5557, 4.6457], [-2.1199, -1.1905, 1.4465], [0.7736, -0.0188, 3.0845], [-0.1500, -1.9260, 3.8195], [-0.2711, 1.4975, -1.9759], [0.1884, -1.0481, 2.8431]], "lowdin_charge": [0.12, 0.14, -0.21, 0.12, 0.14, 0.12, 0.12, 0.12, 0.13, 0.16, -0.15, 0.12, -0.39, -0.12, 0.13, 0.12, -0.63, -0.16, -0.08, 0.13, 0.11, 0.14, -0.22, 0.09, 0.08, 0.12, 0.08, 0.11, 0.12, -0.10, -0.45], "total_charge": 0, "smiles": "N[C@@]1(C(=O)O)CCO[C@H]1CCCB(O)O", "largest_force_ev_per_a": 1.84, "lumo_ev": 0.5, "multiplicity": 1, "total_energy_ev": -20962.2488, "molar_mass_g_mol": 217.03}

***

# 6
{"formula": "C8H16CdF20N3O5P3S2", "method": "ωB97M-V/def2-TZVPD", "symbols": ["F", "N", "C", "C", "F", "O", "O", "H", "S", "Cd", "C", "C", "F", "C", "H", "F", "F", "H", "F", "H", "C", "N", "H", "H", "C", "O", "S", "H", "F", "C", "O", "F", "N", "F", "F", "H", "H", "H", "H", "F", "F", "H", "F", "O", "F", "F", "H", "F", "P", "H", "H", "H", "F", "F", "P", "F", "P", "F"], "positions_angstrom": [[13.9251, -8.7798, 19.2740], [16.5378, -12.9513, 19.6868], [14.7766, -12.5717, 15.7751], [18.2069, -10.3776, 16.8931], [11.7215, -13.5579, 18.2038], [18.4481, -13.4317, 21.4667], [18.8006, -13.8804, 19.0652], [22.5267, -8.1085, 13.8222], [18.0317, -13.1938, 20.0850], [15.2902, -11.6477, 19.0072], [19.3011, -6.9209, 16.1498], [19.9500, -6.4554, 14.9817], [10.9929, -10.8484, 19.7388], [20.3411, -8.6638, 15.2571], [17.8249, -10.9271, 17.7535], [18.4232, -11.6443, 19.8831], [11.5323, -12.9606, 20.4998], [16.3924, -11.7916, 14.5345], [13.2675, -10.8100, 22.3244], [18.7967, -10.9734, 16.1965], [15.9421, -12.7171, 14.8932], [19.5038, -8.2922, 16.2735], [15.6593, -13.3512, 14.0529], [14.4077, -13.5652, 16.0296], [19.0414, -9.1591, 17.3857], [16.2652, -15.6060, 19.0116], [16.0707, -14.5918, 20.0497], [18.4831, -8.5687, 18.1122], [15.7718, -7.5927, 19.6518], [21.7074, -7.4716, 13.4888], [15.0930, -11.8732, 16.9457], [13.1332, -11.8784, 19.0034], [20.6728, -7.5549, 14.4702], [15.0357, -9.2388, 22.1053], [16.3558, -7.8333, 17.4189], [19.9514, -9.5543, 17.8371], [13.9996, -12.1485, 15.1385], [17.3608, -10.0294, 16.3008], [21.2116, -7.7957, 12.5738], [14.4867, -14.4052, 19.7062], [11.4001, -11.5243, 17.6430], [16.7264, -13.2771, 15.4026], [14.9148, -10.9619, 20.8398], [16.0401, -15.0822, 21.4576], [15.9081, -9.6991, 18.6416], [16.5231, -10.9675, 22.4605], [18.7581, -6.3313, 16.8736], [14.8573, -10.7616, 24.0626], [11.5278, -12.2234, 19.0836], [20.6932, -9.6713, 15.0919], [21.9068, -6.4238, 13.2641], [20.0516, -5.4627, 14.5688], [14.3150, -6.8787, 18.0088], [14.8646, -12.4604, 22.4123], [14.9054, -10.8558, 22.4175], [14.3946, -8.9907, 17.0883], [15.1090, -8.3115, 18.3687], [9.9262, -12.6215, 18.8368]], "lowdin_charge": [-0.10, -0.43, -0.29, -0.06, -0.18, -0.24, -0.28, 0.11, 0.46, 1.46, 0.03, 0.02, -0.14, 0.03, 0.04, -0.21, -0.11, 0.08, -0.15, 0.07, -0.10, -0.03, 0.09, 0.14, -0.13, -0.28, 0.65, 0.12, -0.14, -0.01, -0.08, -0.24, -0.12, -0.17, -0.18, 0.13, 0.16, 0.07, 0.10, -0.22, -0.19, 0.08, -0.27, -0.24, -0.24, -0.16, 0.14, -0.16, 0.17, 0.16, 0.10, 0.13, -0.19, -0.15, 0.19, -0.15, 0.17, -0.23], "total_charge": -1, "largest_force_ev_per_a": 7.78, "lumo_ev": [0.1, -1.4], "s_squared": 0.754, "multiplicity": 2, "total_energy_ev": -131727.1688, "molar_mass_g_mol": 883.66}